Entry 1:
{"formula": "C24H25CoN2O2P", "method": "ωB97M-V/def2-TZVPD", "species": ["Co", "O", "N", "C", "C", "C", "C", "C", "C", "C", "P", "C", "C", "C", "C", "C", "C", "C", "C", "C", "C", "C", "C", "H", "H", "H", "H", "H", "H", "H", "H", "H", "H", "H", "H", "H", "H", "H", "H", "N", "C", "H", "C", "C", "C", "O", "C", "H", "H", "H", "H", "H", "H", "H", "H"], "xyz": [[-0.50553, 0.23450, 1.32460], [-2.25328, 0.79055, 4.09176], [-1.91999, 0.32244, 2.87263], [-2.65411, -0.61946, 2.41342], [-2.51122, -1.48937, -0.36462], [-3.88846, -1.56707, -0.56997], [-4.42965, -1.12814, -1.77415], [-3.58318, -0.60046, -2.72629], [-2.19115, -0.46061, -2.50111], [-1.64265, -0.90926, -1.33719], [0.04152, -0.44864, -0.74493], [0.83079, 0.47122, -2.05149], [1.15424, 1.81208, -1.85540], [1.80469, 2.52001, -2.85683], [2.12705, 1.88945, -4.04858], [1.81099, 0.54844, -4.24866], [1.16918, -0.16167, -3.25091], [0.98042, -1.96666, -0.51540], [2.01598, -1.92251, 0.41628], [2.78770, -3.05109, 0.65026], [2.52033, -4.22413, -0.04197], [1.48897, -4.27090, -0.97126], [0.71684, -3.14513, -1.20707], [-1.63563, 1.51127, 4.27944], [-3.51698, -1.03380, 2.93189], [-4.52074, -2.00767, 0.19337], [-5.49154, -1.20109, -1.95919], [-3.99635, -0.24680, -3.66312], [-1.57548, 0.03268, -3.24227], [0.90608, 2.29999, -0.92124], [2.06126, 3.56021, -2.70806], [2.63572, 2.44022, -4.82860], [2.07469, 0.06008, -5.17670], [0.94992, -1.21334, -3.40015], [2.25189, -0.99738, 0.93494], [3.59969, -3.01532, 1.36404], [3.12058, -5.10566, 0.13978], [1.28878, -5.18590, -1.51239], [-0.08931, -3.19047, -1.93167], [-1.90290, -2.34310, 0.72403], [-1.92142, -1.05767, 1.18694], [-2.60872, -2.96549, 1.12247], [1.57260, 2.80461, 3.74342], [0.89797, 3.88466, 2.88863], [0.16926, 3.10841, 1.78974], [0.67921, 1.74003, 1.86576], [1.84062, 1.69954, 2.74984], [0.91824, 2.45408, 4.54455], [2.49146, 3.15967, 4.20565], [1.64141, 4.55056, 2.45457], [0.20872, 4.49500, 3.46770], [0.37141, 3.49538, 0.79312], [-0.91158, 3.06003, 1.93466], [2.73297, 1.88501, 2.15099], [1.88867, 0.69871, 3.17472]], "atomic_forces_ev_per_a": [[-0.42, 0.37, -0.30], [0.03, 0.11, -0.20], [0.04, -0.14, 0.30], [0.12, -0.02, -0.58], [0.07, -0.39, -0.27], [-0.27, 0.02, -0.05], [0.12, -0.07, 0.23], [0.27, 0.15, -0.21], [-0.40, 0.01, -0.19], [0.33, 0.16, 0.24], [-0.01, -0.43, 0.15], [0.07, 0.27, -0.08], [-0.02, 0.02, -0.08], [-0.03, 0.00, 0.03], [0.02, -0.03, -0.05], [0.00, 0.10, 0.05], [0.01, -0.12, 0.01], [-0.09, -0.09, 0.03], [0.11, -0.03, 0.00], [0.00, 0.02, -0.01], [0.01, -0.01, 0.00], [0.02, 0.00, 0.01], [-0.07, 0.02, -0.09], [0.00, 0.00, 0.08], [0.00, 0.01, -0.02], [0.00, 0.00, -0.03], [-0.01, -0.01, 0.02], [0.03, -0.01, 0.01], [-0.02, 0.00, -0.01], [0.00, -0.02, 0.00], [0.00, -0.01, 0.00], [0.00, 0.01, 0.01], [0.00, 0.00, 0.00], [0.00, 0.02, 0.02], [-0.03, 0.00, 0.02], [-0.01, 0.00, 0.00], [0.00, 0.01, 0.00], [-0.01, 0.01, 0.01], [-0.01, 0.00, 0.03], [-0.10, 0.33, -0.38], [0.30, -0.20, 1.37], [-0.03, 0.04, 0.00], [0.05, 0.03, 0.07], [-0.02, 0.03, 0.00], [0.08, -0.09, 0.10], [-0.03, -0.05, -0.12], [-0.08, -0.06, -0.12], [-0.02, -0.01, -0.03], [-0.02, 0.01, 0.01], [0.01, -0.02, -0.01], [0.02, 0.02, -0.01], [-0.01, 0.03, -0.01], [-0.01, 0.00, 0.03], [0.01, 0.01, -0.02], [0.01, 0.00, 0.04]], "charge": 2, "s_squared": 0.778, "e_above_lowest_kcal_mol": 57.4, "spin_multiplicity": 2, "gap_ev": [6.79, 6.90], "energy_ev": -79265.8018}

Entry 2:
{"formula": "C30H45NO2P2Pt", "method": "ωB97M-V/def2-TZVPD", "species": ["P", "P", "C", "C", "H", "H", "H", "H", "C", "H", "H", "H", "C", "H", "H", "H", "C", "H", "H", "H", "C", "H", "H", "H", "Pt", "C", "C", "C", "C", "C", "C", "C", "C", "C", "H", "H", "H", "H", "H", "H", "H", "H", "H", "H", "H", "H", "H", "H", "H", "C", "C", "C", "C", "C", "C", "N", "C", "C", "C", "C", "C", "C", "C", "O", "O", "C", "C", "H", "H", "H", "H", "H", "H", "H", "H", "H", "H", "H", "H", "H", "H"], "xyz": [[-0.78989, -2.12095, -2.96772], [0.81580, -0.31205, -3.62703], [-0.36575, -2.31821, -4.84426], [0.81453, -1.38225, -5.15454], [-1.30831, -1.98965, -5.29873], [-0.14550, -3.37721, -5.07752], [1.77871, -1.89531, -5.30199], [0.58035, -0.75629, -6.02780], [-0.29849, 0.92565, -4.58616], [-0.63709, 1.77669, -3.97517], [-1.15226, 0.46610, -5.11267], [0.35795, 1.34471, -5.37383], [2.17742, 0.95524, -3.89770], [2.21048, 1.28518, -4.94664], [3.15876, 0.56317, -3.61221], [1.92063, 1.82887, -3.27386], [-1.71411, -3.66859, -2.71196], [-1.24712, -4.35540, -1.98946], [-1.80052, -4.13978, -3.69752], [-2.68846, -3.31507, -2.34358], [2.52858, -3.82787, -3.88638], [3.31278, -3.30536, -4.45452], [1.91919, -4.38947, -4.61431], [2.99575, -4.52773, -3.15108], [1.23860, -2.87223, -2.62196], [-1.84734, 4.08628, -2.02734], [-2.96940, 3.40381, -1.81145], [-3.60921, 2.40239, -2.70280], [-3.12378, 1.02030, -2.31508], [-1.96424, 0.89929, -1.29584], [-0.80398, 1.60849, -1.05181], [-0.05107, 2.82574, -0.76051], [-0.79721, 4.19378, -0.93009], [1.08161, -3.36260, -0.66576], [-1.57180, 4.53850, -2.99273], [-3.44619, 3.52129, -0.83090], [-3.41273, 2.65057, -3.75020], [-4.68673, 2.44706, -2.57122], [-3.98092, 0.37994, -2.02000], [-2.73369, 0.51907, -3.22104], [-1.91304, -0.14283, -0.93540], [-0.02035, 0.79803, -1.05565], [0.82920, 2.75064, -1.43571], [0.42680, 2.77849, 0.23540], [-1.24825, 4.41512, 0.07555], [-0.02025, 4.96590, -1.11913], [1.06614, -2.51899, 0.05570], [1.92533, -4.04227, -0.47134], [0.12591, -3.89644, -0.60954], [3.73114, 0.94570, 6.06294], [2.78166, -0.19891, 5.80241], [2.81401, -1.31515, 6.63472], [1.95485, -2.40763, 6.43455], [1.02188, -2.35117, 5.39186], [0.93153, -1.19009, 4.61683], [-0.12798, -1.08443, 3.73024], [-0.92191, 0.04283, 3.59312], [-1.16092, 0.95508, 4.61652], [-1.97497, 2.06236, 4.38333], [-2.54692, 2.24294, 3.11056], [-2.27676, 1.34172, 2.06989], [-1.43102, 0.26631, 2.30714], [-0.86771, -0.69828, 1.26007], [-1.62655, -1.59445, 0.85541], [0.35056, -0.48100, 0.95073], [1.89209, -0.15641, 4.72472], [1.95622, 0.93978, 3.71310], [4.42119, 1.10309, 5.22456], [3.20098, 1.89210, 6.23102], [4.33379, 0.73557, 6.95524], [3.54861, -1.34243, 7.44631], [2.00802, -3.28477, 7.07037], [0.33239, -3.16979, 5.19686], [-0.43831, -1.92901, 3.26721], [-0.69868, 0.78473, 5.59703], [-2.16293, 2.77331, 5.18253], [-3.20260, 3.09728, 2.92338], [-2.70686, 1.46802, 1.07273], [2.99017, 1.27056, 3.56489], [1.57210, 0.62502, 2.73805], [1.38609, 1.82338, 4.02714]], "atomic_forces_ev_per_a": [[-0.47, -0.70, -0.72], [0.47, 2.80, -3.21], [-0.30, -0.21, 0.48], [0.09, 0.00, 0.10], [0.30, -0.19, -0.38], [-0.38, 0.57, 0.04], [-0.56, 0.09, 0.05], [0.38, -0.22, 0.27], [-0.73, 0.30, 0.41], [-0.05, -0.43, -0.01], [0.19, 0.05, 0.57], [-0.39, -0.40, 0.48], [0.77, -0.50, 0.91], [-0.06, -0.40, 0.39], [-0.12, 0.20, 0.09], [0.20, -0.39, -0.17], [-0.98, -0.08, 0.30], [-0.36, 0.39, -0.34], [-0.17, -0.07, 0.31], [0.08, -0.65, -0.04], [0.80, -1.40, -0.38], [-0.26, 0.17, 0.51], [0.24, -0.06, 0.36], [-0.11, 0.24, -0.73], [1.42, 1.13, 0.96], [1.02, 0.66, 0.23], [-0.45, 0.55, 0.48], [-0.84, 1.38, -0.53], [0.13, -0.55, 0.76], [0.57, 0.63, -1.05], [-0.14, -3.86, -0.48], [-0.03, 1.78, -1.08], [0.00, 0.61, 0.95], [-0.32, -0.05, 0.86], [0.15, -1.20, -0.09], [0.72, -0.86, 0.26], [0.14, -0.17, -0.02], [-0.25, -0.02, -0.12], [0.48, 0.37, 0.16], [0.00, 0.07, 0.31], [0.37, 0.28, -0.67], [-0.55, 0.46, 1.43], [-0.30, 0.41, 0.10], [-0.50, -0.24, -0.18], [0.15, -0.09, -0.90], [-0.65, -0.24, 0.06], [-0.02, -0.02, -0.66], [-0.15, 0.17, -0.18], [0.28, 0.03, 0.22], [0.21, -0.05, 0.10], [0.12, -0.14, -0.03], [-0.15, -0.52, 0.35], [0.09, 0.47, -0.77], [0.60, 0.27, 0.77], [0.25, -0.13, 0.23], [0.22, -0.49, 0.23], [-0.10, 0.59, -0.59], [0.01, -0.07, 0.42], [-0.07, -0.17, -0.80], [0.01, 0.03, 0.23], [-0.04, -0.06, 0.34], [0.22, -0.03, 0.08], [0.96, 0.92, -0.19], [-0.05, -0.53, -0.48], [-1.19, -0.50, -0.09], [-0.40, -0.50, 0.31], [0.04, 0.49, -0.25], [-0.12, -0.01, 0.13], [0.04, -0.19, -0.09], [-0.12, 0.08, -0.19], [-0.32, 0.00, -0.21], [0.06, 0.09, -0.04], [0.01, 0.17, 0.17], [0.03, 0.27, 0.05], [-0.26, 0.11, -0.36], [-0.01, -0.07, -0.13], [0.20, -0.24, 0.10], [0.16, 0.11, 0.42], [-0.11, -0.09, 0.09], [-0.12, -0.08, 0.16], [0.00, -0.06, -0.06]], "s_squared": 2.017, "e_above_lowest_kcal_mol": 46.4, "spin_multiplicity": 3, "gap_ev": [5.10, 2.91], "energy_ev": -59239.8104}

Entry 3:
{"formula": "C4H6AuO2", "method": "ωB97M-V/def2-TZVPD", "species": ["O", "C", "H", "H", "C", "C", "C", "O", "Au", "H", "H", "H", "H"], "xyz": [[2.43810, -0.20063, 1.12811], [2.25544, 0.95816, 0.69408], [0.10421, -0.09118, 1.20588], [2.77146, 1.69871, 1.37615], [-1.09244, -0.13168, 1.03310], [-1.50813, -0.43352, -0.20863], [-0.55504, -0.61709, -1.36698], [0.16857, 0.53031, -1.71838], [0.66138, 1.48275, -0.33099], [-2.54267, -0.75996, -0.37385], [-1.81581, -0.06718, 1.85074], [-1.10334, -1.02112, -2.23659], [0.21826, -1.34758, -1.05266]], "atomic_forces_ev_per_a": [[-0.73, 4.28, -2.70], [2.17, -3.98, 5.34], [-3.29, -0.27, 0.22], [0.31, 0.17, -0.85], [2.25, -0.12, -0.06], [-0.09, -0.71, -0.09], [-0.33, -0.63, 0.05], [-3.35, -4.17, -6.76], [2.01, 4.69, 5.05], [0.28, 0.48, 0.07], [0.63, 0.21, -0.07], [0.51, 0.24, 0.07], [-0.36, -0.18, -0.26]], "charge": 1, "s_squared": 2.017, "e_above_lowest_kcal_mol": 4.5, "spin_multiplicity": 3, "gap_ev": [8.30, 6.20], "energy_ev": -12017.3956}

Entry 4:
{"formula": "C19H24ClMgN2O2PSSe2", "method": "ωB97M-V/def2-TZVPD", "species": ["Mg", "Se", "P", "Se", "C", "C", "C", "C", "C", "C", "C", "C", "C", "C", "C", "C", "H", "H", "H", "H", "H", "H", "H", "H", "H", "H", "Cl", "C", "C", "O", "O", "H", "H", "C", "C", "N", "C", "S", "N", "C", "C", "H", "H", "H", "H", "H", "H", "H", "H", "H", "H", "H", "H"], "xyz": [[0.52860, -12.41753, 12.27172], [-0.63249, -14.17041, 13.77988], [0.17859, -15.37974, 12.21922], [1.05672, -14.18893, 10.56199], [1.42099, -16.47238, 13.04449], [2.73248, -16.56080, 12.52083], [3.65332, -17.31514, 13.22911], [3.35006, -17.97158, 14.40177], [2.09511, -17.85687, 14.90834], [1.12319, -17.13500, 14.25330], [-1.15416, -16.38475, 11.54133], [-2.37984, -16.47740, 12.18167], [-3.41653, -17.23223, 11.62504], [-3.22940, -17.87623, 10.40757], [-1.93850, -17.86060, 9.83364], [-0.92372, -17.10191, 10.35917], [3.01227, -15.97484, 11.60148], [4.65100, -17.42025, 12.81709], [4.18145, -18.50806, 14.79890], [1.96788, -18.35168, 15.87055], [0.10517, -17.07138, 14.65046], [-2.56163, -15.84415, 13.01643], [-4.42439, -17.18393, 12.03029], [-4.08047, -18.34164, 9.92577], [-1.74172, -18.44302, 8.93540], [0.05280, -16.98495, 9.93341], [4.61101, -9.40921, 12.33814], [4.01961, -10.85277, 13.16828], [2.66266, -11.43596, 12.81264], [1.97781, -11.07857, 11.82251], [2.26444, -12.38247, 13.55433], [4.01650, -10.67403, 14.25148], [4.73730, -11.65333, 12.95870], [2.47596, -11.83184, 7.97401], [1.25350, -10.85007, 7.90268], [0.45415, -10.75810, 9.15258], [-0.81802, -11.16176, 9.48940], [-1.33620, -11.04910, 11.10537], [-1.76220, -11.63791, 8.61797], [-1.83605, -11.44436, 7.16256], [-1.91947, -10.01470, 6.71951], [3.12210, -11.75335, 7.15952], [2.10479, -12.84646, 8.16088], [3.06104, -11.59227, 8.89905], [0.59031, -11.02455, 7.06070], [1.70288, -9.87168, 7.66477], [1.00593, -10.42745, 9.91573], [-2.41916, -12.20987, 9.12144], [-2.73906, -11.98661, 6.92574], [-1.11637, -12.05788, 6.66408], [-2.87769, -9.55996, 6.97085], [-1.80419, -9.92179, 5.64040], [-1.08270, -9.41823, 7.16371]], "atomic_forces_ev_per_a": [[0.04, 0.32, 0.24], [-0.36, 0.49, 0.44], [0.53, 0.02, 0.00], [-0.11, -0.97, 0.23], [0.72, -0.11, -0.40], [-0.86, 0.73, -0.19], [0.61, 0.17, -1.13], [0.98, 0.69, -1.52], [-0.30, -0.70, 1.44], [-0.82, 0.52, -0.76], [-0.12, -0.64, -0.13], [-0.18, -0.16, -0.70], [-0.15, 0.44, -0.69], [0.93, 0.23, 0.49], [-0.72, -0.53, -0.71], [-0.25, 0.40, 1.13], [-0.34, -0.82, 1.06], [0.03, 0.09, 0.06], [0.00, -0.51, 0.87], [-0.72, 0.18, -0.19], [0.42, 0.04, -0.01], [-0.13, 0.16, 0.73], [0.26, -0.08, 0.22], [0.25, -0.23, -0.06], [-0.15, 0.19, 0.04], [0.25, -0.33, -0.57], [-0.33, 0.08, -0.17], [0.16, -0.62, 0.51], [0.00, -0.68, 0.42], [0.18, 0.84, -0.46], [0.15, 0.80, -0.34], [0.07, 0.01, -0.40], [-0.10, 0.16, 0.16], [-2.02, 0.16, 3.10], [0.58, 0.11, -0.33], [-1.16, -0.67, -1.01], [1.04, 0.09, -0.90], [0.07, -0.19, 0.51], [1.95, 0.90, 0.36], [-1.02, -1.16, 0.89], [0.90, 0.93, 0.12], [0.78, 0.06, -1.52], [0.23, 0.03, -0.46], [-0.40, 0.00, -0.72], [0.12, -0.42, 0.08], [-0.41, 0.01, 0.49], [0.05, 0.18, 0.83], [-0.40, 0.20, -0.29], [-0.59, 0.12, -0.32], [1.00, 0.02, -0.36], [0.14, -0.01, 0.24], [0.00, -0.19, -0.08], [-0.79, -0.33, -0.24]], "e_above_lowest_kcal_mol": 0.0, "spin_multiplicity": 1, "gap_ev": 8.56, "energy_ev": -195956.9597}

Entry 5:
{"formula": "C7H6", "method": "ωB97M-V/def2-TZVPD", "species": ["C", "C", "C", "H", "H", "H", "H", "C", "C", "C", "C", "H", "H"], "xyz": [[1.30354, -0.57284, -0.68398], [0.03666, -1.77829, 1.12394], [0.90683, -1.54093, 0.25783], [-0.36860, -2.51714, 1.78639], [1.11986, -0.87306, -1.71503], [2.32131, -0.22109, -0.56758], [-0.66936, -0.62740, 0.94656], [0.32660, 0.84389, -0.40565], [-1.01494, 0.53768, 0.23274], [0.83236, 1.94720, -0.74015], [-2.21239, 0.80944, 0.27357], [0.66950, 2.99374, -0.89139], [-3.25137, 0.99879, 0.38276]], "atomic_forces_ev_per_a": [[-0.29, 0.82, -0.05], [-0.66, 0.92, -0.13], [0.35, -0.40, -0.08], [0.00, 0.01, 0.05], [-0.05, 0.06, 0.04], [-0.01, 0.05, 0.03], [0.41, -0.94, 0.48], [-0.31, -1.54, 0.54], [0.22, 0.56, -0.78], [0.06, 0.35, -0.29], [0.34, 0.05, 0.05], [0.04, 0.10, 0.10], [-0.09, -0.04, 0.04]], "e_above_lowest_kcal_mol": 158.7, "spin_multiplicity": 1, "gap_ev": [8.08, 6.65], "energy_ev": -7346.6189}

Entry 6:
{"formula": "CH2N2O3S", "method": "ωB97M-V/def2-TZVPD", "species": ["C", "N", "N", "O", "O", "O", "S", "H", "H"], "xyz": [[0.27427, 0.81519, 0.01640], [-0.56869, 1.07914, -0.97211], [0.24568, -0.62779, 0.32453], [0.83692, 1.58817, 0.71695], [-0.32880, -1.37463, -0.52774], [0.38124, -2.75598, 1.62441], [0.75317, -1.24283, 1.70100], [-1.04163, 0.50540, -1.57015], [-0.55216, 2.01333, -1.31328]], "atomic_forces_ev_per_a": [[-1.15, -0.78, 0.48], [0.86, 2.51, 0.26], [-1.31, -0.58, -2.75], [1.11, 0.59, 0.61], [0.39, 0.40, 0.42], [1.16, 4.37, 0.33], [-0.24, -4.70, 1.60], [-0.96, -2.59, -1.15], [0.15, 0.78, 0.20]], "e_above_lowest_kcal_mol": 48.9, "spin_multiplicity": 1, "gap_ev": [8.27, 8.45], "energy_ev": -21024.3043}